18
Properties=species:S:1:pos:R:3 method="wB97M-V/def2-TZVPD" largest_force_ev_per_a=5.1 charge=0 de_lowest_kcal_mol=130.7 energy_ev=-18694.2504 mol_weight_g_mol=121.20 gap_ha="0.2764 / 0.2765"
C -1.99616 0.37147 -0.31887
C -2.86019 -0.87915 -0.45148
C 2.58804 -0.26851 0.38110
C 1.62914 -0.49381 -0.63012
N 0.07256 1.85440 0.42839
O -0.32165 -0.27734 1.66071
S -0.38572 0.27557 0.27532
H -2.03334 0.94853 -1.17641
H -3.85715 -0.61894 -0.74421
H -2.62630 -1.42123 -1.28109
H -3.01682 -1.40389 0.47988
H 3.52669 -1.05991 0.53774
H 3.11738 0.68704 0.26289
H 2.06847 -0.36639 1.30315
H 1.34358 -1.51488 -0.86674
H 1.77088 0.15461 -1.47068
H -0.06376 2.17835 1.35457
H 1.04434 1.83410 0.25585